[1]
9
Properties=species:S:1:pos:R:3:forces:R:3:lowdin_charge:R:1 method="wB97M-V/def2-TZVPD" spin_multiplicity=1 homo_energy_ev=-9.64
C 2.30873 0.00339 -0.29704 -0.439 -0.133 0.123 0.114
C 1.16800 -0.33561 -0.10666 0.447 0.131 -0.045 -0.108
C -0.20172 -0.77349 0.04063 0.116 -0.159 -0.213 -0.205
N -1.00164 -0.45616 1.37808 -0.062 0.184 -0.625 0.250
C -1.27917 0.13083 0.31656 0.150 -0.244 0.351 -0.444
O -2.14394 0.99291 -0.21890 -0.023 0.208 0.260 0.114
H 3.32627 0.29018 -0.45066 -0.201 -0.036 0.036 0.026
H -0.43702 -1.72292 -0.43704 0.108 0.005 0.233 0.124
H -1.73951 1.87087 -0.22495 -0.097 0.045 -0.121 0.129

***

[2]
65
Properties=species:S:1:pos:R:3:forces:R:3:lowdin_spin:R:1 method="wB97M-V/def2-TZVPD" s_squared=0.75 spin_multiplicity=2 homo_energy_ev="-7.54 / -7.62"
Ti 0.06689 -0.63674 -0.09090 0.812 -0.153 -0.860 0.931
O -0.68220 -3.81882 2.19949 0.137 -0.068 -0.069 0.009
C -0.62973 -2.76505 1.61080 -0.446 0.137 0.162 0.008
N -0.48537 -2.51251 0.27454 -0.332 0.471 0.111 -0.003
C -1.37250 -3.07963 -0.67408 0.108 -0.081 0.006 0.002
C -1.84872 -4.37765 -0.62887 -0.098 -0.019 -0.052 -0.001
C -2.77444 -4.80139 -1.58037 0.056 -0.003 0.072 0.000
C -3.20682 -3.93392 -2.56631 -0.017 0.005 -0.029 -0.001
C -2.72894 -2.62662 -2.62555 -0.051 -0.064 -0.008 0.000
C -1.80753 -2.19303 -1.68618 -0.036 -0.079 0.094 0.001
N -1.16664 -0.92729 -1.66893 0.310 -0.146 0.274 -0.003
C -1.17054 -0.09946 -2.75152 -0.083 0.122 -0.039 0.001
O -2.07782 0.12745 -3.52833 0.055 -0.159 -0.087 0.000
C 0.20960 0.47909 -3.01387 -0.004 0.073 0.060 0.000
C 0.56627 0.83120 -4.30435 0.025 0.075 0.067 0.000
C 1.90088 1.10043 -4.56562 -0.063 0.002 -0.036 0.000
C 2.82187 1.01001 -3.53475 0.015 0.013 0.081 0.000
C 2.36869 0.69158 -2.26474 -0.004 0.245 0.104 0.001
N 1.08667 0.45579 -2.00330 -0.408 -0.463 0.079 0.005
C -1.05610 -1.47985 2.35588 -0.454 -0.175 -0.225 0.005
C -1.56880 -1.53424 3.63988 0.127 0.063 -0.026 0.004
C -2.40973 -0.51444 4.05776 0.030 0.010 0.023 0.002
C -2.73540 0.51656 3.18527 0.045 -0.025 -0.087 0.003
C -2.13986 0.53652 1.93636 0.194 0.027 0.366 0.005
N -1.30030 -0.42475 1.55419 0.147 -0.101 0.021 0.013
H -1.49664 -5.04133 0.14817 0.005 -0.005 -0.003 0.000
H -3.14967 -5.81558 -1.54129 -0.010 -0.003 -0.012 0.000
H -3.92860 -4.26602 -3.30127 -0.003 0.003 -0.002 0.000
H -3.08064 -1.94483 -3.38448 0.007 0.011 -0.004 0.000
H -0.19776 0.84998 -5.06764 0.002 -0.007 -0.010 0.000
H 2.22123 1.35194 -5.56806 0.008 0.006 -0.004 0.000
H 3.87639 1.17818 -3.70165 0.001 -0.001 -0.010 0.000
H 3.04085 0.62145 -1.41930 0.022 -0.043 -0.018 0.000
H -1.35789 -2.39927 4.25164 0.007 -0.017 -0.019 0.000
H -2.84493 -0.54914 5.04809 -0.023 0.017 -0.009 0.000
H -3.43591 1.29237 3.45869 -0.002 -0.007 0.029 0.000
H -2.31855 1.33627 1.23075 -0.005 0.009 -0.022 0.001
C 2.31650 2.04472 1.15550 -0.033 0.098 0.059 0.004
C 1.49940 1.89115 2.27016 0.087 -0.008 0.023 0.004
C 0.28814 2.56441 2.33714 0.019 0.024 -0.028 0.003
C -0.12203 3.36712 1.27956 -0.043 0.012 0.053 0.001
C 0.69063 3.51692 0.16565 -0.008 0.023 -0.058 0.001
C 1.91664 2.86813 0.11067 0.044 -0.018 0.076 0.002
H 3.27575 1.54252 1.12883 -0.015 -0.027 -0.064 0.000
H 1.82283 1.25691 3.08456 -0.040 -0.038 -0.004 0.000
H -0.33357 2.46637 3.21685 -0.022 -0.017 0.018 0.000
H -1.06855 3.89160 1.33085 -0.001 0.003 0.003 0.000
H 0.37492 4.14945 -0.65439 0.010 0.006 0.005 0.000
H 2.56217 3.01214 -0.74457 0.006 0.004 -0.034 0.000
O 2.12590 -1.36986 2.32895 -0.028 -0.040 -0.135 0.001
C 2.57621 -1.48257 1.19862 0.105 0.024 0.275 0.001
O 1.97158 -1.07098 0.12736 -0.085 0.262 -0.188 0.001
C 3.93579 -2.08565 0.95278 -0.029 0.024 0.154 0.000
C 4.75342 -2.35479 2.04764 -0.016 0.002 -0.081 0.000
C 6.01652 -2.88931 1.85955 -0.146 -0.006 -0.105 0.000
C 6.42251 -3.14404 0.56092 0.076 -0.409 0.003 0.000
C 5.63312 -2.89883 -0.54611 -0.114 0.031 0.110 0.000
C 4.37277 -2.36056 -0.33813 0.030 -0.004 0.000 0.000
N 7.77583 -3.71117 0.34487 0.371 1.289 0.061 0.000
O 8.45325 -3.92586 1.32820 -0.110 -0.459 0.046 0.000
O 8.18421 -3.75985 -0.79750 -0.154 -0.458 -0.079 0.000
H 4.37906 -2.14307 3.03906 -0.007 0.012 0.012 0.000
H 6.67268 -3.10977 2.68691 0.027 -0.010 -0.010 0.000
H 6.00414 -3.12818 -1.53281 0.006 -0.009 -0.014 0.000
H 3.71523 -2.16200 -1.17243 -0.006 0.018 -0.010 0.000

***

Respective ΔE to the lowest compared entry with this formula, charge and spin values: 64.6; 31.5 kcal per mole.